Entry 1:
Density functional theory data (ωB97M-V/def2-TZVPD) for C25H46O3P2ReS as an isolated structure at a distorted geometry.

Structure (ORCA input):
```
! wB97M-V def2-TZVPD RIJCOSX def2/J DEFGRID3
* xyz 2 4
Re 0.065 1.343 0.732
S 3.257 0.147 0.233
P -0.700 -3.228 -2.693
P -0.759 -4.455 0.069
O 2.935 -0.722 -0.879
O 4.085 -0.353 1.303
O 1.914 0.626 0.936
C -2.632 1.239 -0.811
C -1.903 0.720 0.421
C 2.027 1.737 3.953
C -0.573 3.220 1.643
C -1.284 -4.986 -2.652
C -0.409 2.426 -1.111
C 0.980 -3.416 -3.406
C 4.040 1.662 -0.349
C -2.582 -4.634 0.419
C -0.092 -5.656 1.306
C 0.175 0.080 -1.963
C -1.957 3.782 1.496
C -0.966 -0.396 0.314
C 1.682 3.547 2.184
C -0.705 -5.656 -1.394
C -1.849 2.318 -1.554
C 0.552 1.401 -1.333
C -1.156 1.575 3.623
C 0.718 5.186 0.484
C 3.060 4.126 2.228
C -1.740 -2.488 -3.994
C -0.536 -0.921 -1.040
C 1.216 2.461 2.960
C 0.633 4.019 1.387
C -0.199 2.236 2.683
H -0.436 0.263 -2.858
H -0.965 -5.482 -3.582
H 1.635 5.157 -0.131
H 4.992 1.737 0.190
H -2.397 -5.004 -2.642
H -1.426 -1.316 -1.559
H -1.599 -1.397 -3.964
H -2.717 2.997 1.507
H -2.952 -5.645 0.190
H 0.346 -5.938 -1.555
H -1.260 -6.564 -1.118
H -0.143 5.218 -0.193
H -2.764 -4.414 1.483
H -1.034 -1.173 1.084
H -2.794 -2.708 -3.777
H 1.567 1.742 -1.556
H 1.546 -2.486 -3.262
H -2.198 1.759 3.342
H -2.056 4.369 0.576
H -1.497 -2.853 -4.999
H -3.125 -3.896 -0.191
H -0.993 0.490 3.663
H 2.797 1.143 3.437
H 0.176 -1.741 -0.839
H -2.549 0.688 1.305
H 3.440 2.549 -0.117
H -2.157 4.457 2.344
H 0.994 -5.742 1.151
H 0.740 6.131 1.052
H 2.536 2.453 4.610
H 1.121 -0.370 -2.296
H -3.583 1.676 -0.482
H 3.816 3.373 1.956
H -0.550 -6.648 1.195
H 3.164 4.958 1.525
H -2.333 3.286 -1.377
H -0.994 1.968 4.636
H -0.276 -5.275 2.321
H 3.325 4.510 3.228
H 0.933 -3.649 -4.476
H -0.008 3.440 -1.132
H -2.881 0.415 -1.493
H 1.511 -4.225 -2.884
H 1.421 1.057 4.562
H -1.891 2.151 -2.643
H 4.219 1.597 -1.430
*
```

Orbital gap (spin up / spin down) = 7.226 / 6.043 eV

---

Entry 2:
Density functional theory data (ωB97M-V/def2-TZVPD) for C26H31BrCuN5O5 as an isolated structure.

Structure (ORCA input):
```
! wB97M-V def2-TZVPD RIJCOSX def2/J DEFGRID3
* xyz 0 1
Br -1.124 0.728 4.372
Cu -1.177 0.776 0.079
O 0.788 -1.404 -2.563
O 0.163 -1.767 2.157
O 0.565 0.225 1.185
O -2.404 -0.368 -1.280
O -4.233 -1.645 -1.349
N -1.656 -3.032 -2.139
N -2.884 0.523 1.260
N -0.397 2.224 -1.065
N -0.268 -3.008 -0.276
N -2.544 -3.456 -0.070
C 0.787 4.083 -2.743
C -3.462 -0.836 -0.788
C 4.376 1.854 -1.397
C 3.488 0.111 4.526
C 4.100 1.996 -2.750
C 2.774 -0.326 3.422
C 1.207 -0.412 -3.132
C 3.615 0.995 -0.614
C 2.591 0.261 -1.188
C 0.763 0.470 4.409
C -4.185 -1.575 1.585
C 0.688 2.903 -0.676
C 2.309 0.400 -2.544
C 3.058 1.282 -3.321
C -3.864 -0.399 0.647
C 1.397 -0.151 3.344
C 2.830 0.736 5.577
C 1.306 3.842 -1.483
C -0.330 3.374 -3.155
C -1.483 -3.139 -0.806
C 0.627 -0.006 -4.461
C -2.968 -2.343 2.134
C -2.575 -3.609 1.373
C 1.456 0.916 5.521
C -0.890 2.451 -2.287
C 0.627 -0.614 2.122
H 1.970 -0.388 -0.586
H -0.960 -2.441 -2.581
H -0.342 -0.481 -4.587
H -4.738 -1.168 2.435
H -3.180 -2.657 3.159
H -0.768 3.531 -4.131
H 0.532 1.074 -4.557
H 3.286 -0.821 2.606
H -3.304 1.418 1.471
H 0.422 -2.620 -0.906
H -3.289 -4.407 1.586
H 1.055 2.661 0.314
H 5.183 2.421 -0.950
H 2.183 4.366 -1.128
H 3.381 1.081 6.442
H -4.876 -2.240 1.063
H 3.810 0.907 0.448
H 1.297 -0.362 -5.249
H -2.535 0.158 2.138
H 4.694 2.665 -3.359
H -4.798 0.146 0.488
H 2.841 1.401 -4.374
H -3.432 -3.258 -0.523
H -0.189 -2.646 0.688
H -2.084 -1.709 2.197
H -1.758 1.860 -2.558
H -1.598 -3.954 1.713
H 0.927 1.396 6.333
H 4.559 -0.035 4.568
H 1.247 4.813 -3.396
H -2.604 -2.768 -2.392
*
```

Orbital gap = 7.148 eV

---

These records have E_tot values of -64338.406; -159839.431 eV, in the order they appear.
These records have relative energy (zero: lowest compared OMol25 entry of this formula, charge and spin) values of 0.0; 1.8 kcal per mole, in the order they appear.